# 1
# C31H49NO2P2S2V

A structure of composition C31H49NO2P2S2V at a distorted geometry (ωB97M-V/def2-TZVPD, OMol25).

```
88
C31H49NO2P2S2V | OMol25 | ωB97M-V/def2-TZVPD
V 0.26 -0.45 0.23
C -0.10 -2.43 -0.32
C 0.66 -1.80 -1.36
C 1.90 -1.68 0.59
C 0.68 -2.38 0.88
C 1.88 -1.31 -0.80
C -1.36 -3.20 -0.54
H -1.92 -2.81 -1.39
H -2.01 -3.19 0.35
H -1.15 -4.26 -0.77
C 0.35 -3.05 2.16
H -0.57 -3.63 2.06
H 0.23 -2.33 2.97
H 1.14 -3.74 2.46
C 3.06 -1.50 1.51
H 3.80 -2.29 1.36
H 2.74 -1.54 2.56
H 3.57 -0.54 1.34
C 3.01 -0.69 -1.55
H 3.65 -1.46 -2.01
H 3.65 -0.09 -0.89
H 2.64 -0.05 -2.36
C 0.32 -1.86 -2.79
H 0.54 -2.83 -3.25
H 0.86 -1.09 -3.35
H -0.74 -1.66 -2.95
C -1.73 1.67 -2.57
C -1.83 0.45 -3.10
C -1.74 0.15 -4.56
C -0.37 0.31 -5.29
C 0.78 0.89 -4.52
C 0.79 2.13 -4.01
C -0.33 3.11 -4.25
C -1.63 2.90 -3.41
H -2.46 0.77 -5.13
H -0.57 0.92 -6.20
H -2.05 -0.90 -4.70
H -2.45 2.93 -4.14
H -1.83 1.82 -1.48
H -2.13 -0.39 -2.45
H -1.74 3.78 -2.76
H 0.06 4.11 -4.02
H 1.66 2.51 -3.48
H -0.62 3.12 -5.31
H -0.06 -0.69 -5.65
H 1.70 0.28 -4.49
P -2.36 -0.18 1.04
C -3.00 -1.32 2.34
H -4.04 -1.04 2.58
H -2.42 -1.24 3.26
H -2.98 -2.36 1.99
C -2.81 1.44 1.77
H -3.90 1.50 1.81
H -2.40 2.26 1.16
H -2.39 1.50 2.80
C -3.68 -0.32 -0.21
H -3.55 0.45 -0.99
H -4.66 -0.19 0.28
H -3.66 -1.30 -0.70
P 1.43 2.22 0.19
C 2.90 2.54 -0.85
H 3.12 3.62 -0.85
H 2.72 2.21 -1.88
H 3.76 2.01 -0.45
C 0.26 3.53 -0.36
H 0.15 3.51 -1.45
H 0.64 4.52 -0.04
H -0.73 3.38 0.09
C 2.04 3.02 1.75
H 2.50 3.99 1.50
H 2.80 2.39 2.22
H 1.23 3.17 2.46
O -3.23 -0.26 5.84
S -2.06 0.58 5.85
O -2.09 1.81 6.61
N -1.48 0.81 4.29
C -0.29 0.29 4.07
S 0.50 0.48 2.54
C 0.28 -0.41 5.22
C 1.44 -1.19 5.35
C 1.66 -1.90 6.54
C 0.75 -1.79 7.61
C -0.40 -0.98 7.50
C -0.62 -0.34 6.29
H 2.14 -1.22 4.52
H 2.54 -2.54 6.63
H 0.93 -2.33 8.53
H -1.12 -0.86 8.31
```

Properties
* orbital gap (spin up / spin down): 0.2523 / 0.3016 hartree
* charge: +1
* relative energy (zero: lowest compared OMol25 entry of this formula, charge and spin): 0.00 kcal/mol
* LUMO (spin up / spin down): -4.259 / -3.372 eV
* HOMO (spin up / spin down): -11.1 / -11.6 eV
* multiplicity: 3
* ⟨S²⟩: 2.04

Electronic structure analysis, Mulliken charges in units of e:
1. V 0.35
2. C 0.25
3. C 1.25
4. C 0.47
5. C 0.67
6. C 0.18
7. C -1.10
8. H 0.29
9. H 0.31
10. H 0.29
11. C -1.34
12. H 0.43
13. H -0.06
14. H 0.37
15. C -1.08
16. H 0.33
17. H 0.03
18. H 0.32
19. C -1.36
20. H 0.23
21. H 0.40
22. H 0.22
23. C -0.59
24. H 0.19
25. H -0.11
26. H -0.02
27. C 0.47
28. C 0.51
29. C -1.22
30. C -1.30
31. C -0.48
32. C -0.19
33. C -1.25
34. C -1.69
35. H 0.46
36. H 0.54
37. H 0.35
38. H 0.53
39. H 0.16
40. H 0.21
41. H 0.43
42. H 0.42
43. H 0.52
44. H 0.42
45. H 0.28
46. H 1.07
47. P 0.81
48. C -1.12
49. H 0.51
50. H 0.03
51. H 0.38
52. C -0.74
53. H 0.51
54. H 0.17
55. H 0.21
56. C -1.34
57. H 0.29
58. H 0.58
59. H 0.32
60. P 1.50
61. C -1.47
62. H 0.52
63. H 0.12
64. H 0.43
65. C -1.05
66. H -0.05
67. H 0.62
68. H 0.13
69. C -1.57
70. H 0.52
71. H 0.34
72. H 0.39
73. O -0.63
74. S 1.17
75. O -0.64
76. N -0.52
77. C -0.26
78. S -0.08
79. C 0.34
80. C -0.13
81. C -0.81
82. C -0.50
83. C -0.71
84. C -0.07
85. H 0.36
86. H 0.42
87. H 0.39
88. H 0.44


# 2
# C19H66N14O14

A cluster of 14 separate species, C19H66N14O14 in total at a distorted geometry (ωB97M-V/def2-TZVPD, OMol25).

```
113
C19H66N14O14 | OMol25 | ωB97M-V/def2-TZVPD
C 1.14 3.43 -3.78
C 1.23 3.02 -2.30
O 0.92 4.13 -1.48
H 1.70 4.35 -3.86
H 0.14 3.43 -4.17
H 1.65 2.65 -4.39
H 2.23 2.75 -2.06
H 0.51 2.24 -2.02
H 1.71 4.61 -1.43
C 2.38 -2.40 3.07
C 2.39 -3.24 4.34
O 3.47 -2.84 5.20
H 1.65 -2.81 2.41
H 3.34 -2.57 2.60
H 2.27 -1.34 3.33
H 2.52 -4.29 4.03
H 1.40 -3.15 4.73
H 3.12 -2.46 5.98
C 3.52 0.34 1.19
C 3.29 1.51 0.23
O 3.01 2.64 0.96
H 3.88 -0.58 0.66
H 2.53 0.03 1.49
H 4.22 0.53 2.00
H 2.54 1.21 -0.50
H 4.13 1.71 -0.43
H 3.13 3.46 0.41
C 3.29 0.64 -5.54
C 3.18 -0.44 -4.42
O 2.35 0.10 -3.42
H 3.87 0.33 -6.41
H 3.81 1.48 -5.23
H 2.34 0.95 -5.87
H 4.08 -0.79 -4.01
H 2.79 -1.32 -4.92
H 1.48 0.33 -3.82
C -1.15 -4.04 3.90
C -0.69 -5.43 3.95
O -1.49 -6.25 4.74
H -0.51 -3.47 3.24
H -1.07 -3.63 4.89
H -2.19 -3.88 3.60
H 0.33 -5.45 4.33
H -0.64 -5.89 2.94
H -1.17 -7.18 4.67
C -0.17 -0.22 -0.09
O 0.21 -0.19 -1.43
N -1.06 0.61 0.39
N 0.32 -0.96 0.87
H -1.50 1.14 -0.42
H -1.66 0.43 1.20
H 1.03 -1.65 0.54
H 0.10 -0.87 1.94
C -2.99 0.72 -2.06
O -2.97 -0.61 -2.28
N -4.03 1.39 -1.80
N -1.92 1.48 -2.10
H -4.91 0.92 -1.76
H -4.19 2.35 -2.17
H -1.03 1.02 -2.34
H -1.88 2.49 -1.78
C 0.02 3.21 2.42
O 0.84 4.20 3.02
N 0.41 2.25 1.66
N -1.30 3.26 2.55
H 1.36 2.21 1.32
H -0.22 1.60 1.14
H -1.67 4.03 3.11
H -1.96 2.63 2.09
C 2.83 -2.72 -0.58
O 3.98 -3.42 -0.10
N 3.03 -1.78 -1.42
N 1.57 -3.07 -0.53
H 3.99 -1.79 -1.64
H 2.33 -1.11 -1.80
H 1.29 -3.98 -0.07
H 0.80 -2.75 -1.13
C -2.13 5.08 -2.07
O -3.34 5.70 -1.96
N -1.37 5.30 -3.06
N -1.77 4.11 -1.26
H -1.65 6.16 -3.62
H -0.45 5.05 -2.92
H -2.33 3.87 -0.45
H -0.72 3.95 -1.20
C -0.93 -3.46 -3.06
O -0.64 -4.80 -3.21
N -2.12 -2.96 -2.98
N -0.01 -2.61 -2.86
H -2.81 -3.58 -3.29
H -2.33 -2.01 -2.69
H 0.94 -2.99 -3.16
H -0.17 -1.63 -2.71
C -1.69 -0.16 3.59
O -2.67 0.46 2.76
N -1.95 -1.03 4.51
N -0.42 0.07 3.56
H -2.96 -1.24 4.71
H -1.29 -1.82 4.70
H -0.16 0.89 2.98
H 0.27 -0.33 4.26
C -2.39 -2.74 0.53
O -3.24 -3.06 -0.52
H -2.71 -3.09 1.44
H -2.29 -1.69 0.57
H -1.35 -3.16 0.36
H -2.74 -3.08 -1.39
C -4.46 3.88 0.61
O -3.42 2.89 0.37
H -5.04 3.61 1.50
H -5.04 4.14 -0.27
H -4.00 4.87 0.91
H -3.82 2.20 -0.27
```

Properties
* orbital gap: 0.3104 hartree
* charge: 0
* relative energy (zero: lowest compared OMol25 entry of this formula, charge and spin): 265.26 kcal/mol
* LUMO: -0.190 eV
* HOMO: -8.6 eV

Atom charges from the Mulliken analysis, given in e for atoms 1 to 99:
1. C -1.60
2. C 0.48
3. O -0.82
4. H 0.42
5. H 0.46
6. H 0.13
7. H 0.63
8. H -0.26
9. H 0.43
10. C 0.13
11. C -0.88
12. O -0.53
13. H -0.28
14. H 0.38
15. H 0.00
16. H 0.29
17. H 0.44
18. H 0.33
19. C -0.40
20. C -0.42
21. O -0.60
22. H 0.24
23. H -0.40
24. H 0.55
25. H -0.08
26. H 0.72
27. H 0.26
28. C -1.47
29. C -0.47
30. O -0.20
31. H 0.43
32. H 0.36
33. H 0.40
34. H 0.50
35. H 0.34
36. H 0.05
37. C -0.76
38. C -0.67
39. O -0.55
40. H 0.17
41. H 0.43
42. H 0.53
43. H 0.18
44. H 0.38
45. H 0.33
46. C -0.05
47. O 0.33
48. N 1.44
49. N 1.82
50. H -2.06
51. H 0.45
52. H -0.89
53. H -0.44
54. C 0.56
55. O -0.77
56. N -0.36
57. N -0.01
58. H 0.23
59. H 0.36
60. H -0.35
61. H -0.06
62. C 0.26
63. O -0.82
64. N -0.04
65. N -0.03
66. H 0.05
67. H 0.54
68. H 0.24
69. H -0.01
70. C 0.26
71. O -0.83
72. N 0.27
73. N 0.19
74. H 0.21
75. H -0.10
76. H 0.30
77. H -0.28
78. C 0.28
79. O -0.79
80. N -0.20
81. N -0.13
82. H 0.30
83. H 0.26
84. H -0.12
85. H 0.37
86. C 0.34
87. O -0.80
88. N -0.44
89. N -0.11
90. H 0.27
91. H 0.49
92. H 0.22
93. H -0.01
94. C 0.73
95. O -0.69
96. N -0.38
97. N -0.30
98. H 0.34
99. H 0.03


# 3
# C11H13GdN3O5P

A structure of composition C11H13GdN3O5P at a distorted geometry (ωB97M-V/def2-TZVPD, OMol25).

```
34
C11H13GdN3O5P | OMol25 | ωB97M-V/def2-TZVPD
O 1.57 0.82 -3.62
C 1.20 0.56 -2.56
Gd 0.41 -0.04 -0.18
C -0.99 -0.38 1.81
O -1.90 -0.41 2.53
C -1.87 0.54 -0.29
O -3.02 0.71 -0.12
C -0.83 -2.02 -0.80
O -1.45 -2.93 -1.13
C -0.13 2.20 0.46
O -0.43 3.29 0.71
H -1.24 0.59 -1.33
C 4.77 -2.64 1.72
N 4.33 -2.10 0.39
C 4.97 -0.78 0.16
N 4.67 0.18 1.24
C 5.10 -0.39 2.56
N 4.49 -1.71 2.84
C 3.03 -1.59 3.09
P 2.16 -0.92 1.64
C 2.87 -2.04 0.28
C 3.25 0.58 1.26
H 5.86 -2.79 1.67
H 4.24 -3.58 1.90
H 4.61 -0.37 -0.80
H 6.06 -0.92 0.12
H 4.81 0.32 3.35
H 6.19 -0.52 2.52
H 2.62 -2.58 3.34
H 2.86 -0.94 3.95
H 2.57 -1.67 -0.72
H 2.44 -3.04 0.42
H 3.08 1.32 2.05
H 2.96 1.03 0.28
```

Properties
* orbital gap (spin up / spin down): 0.2053 / 0.2142 hartree
* charge: +2
* LUMO (spin up / spin down): -9.530 / -9.307 eV
* HOMO (spin up / spin down): -15.1 / -15.1 eV
* multiplicity: 8
* ⟨S²⟩: 16.07

Electronic structure analysis, Mulliken charges in units of e:
1. O -0.08
2. C 0.36
3. Gd 0.01
4. C 0.32
5. O -0.17
6. C 0.03
7. O -0.29
8. C 0.43
9. O -0.08
10. C 0.41
11. O -0.10
12. H 0.24
13. C -0.86
14. N 0.09
15. C -0.92
16. N 0.09
17. C -0.85
18. N 0.13
19. C -0.86
20. P 0.79
21. C -0.85
22. C -0.82
23. H 0.31
24. H 0.38
25. H 0.36
26. H 0.32
27. H 0.38
28. H 0.31
29. H 0.44
30. H 0.44
31. H 0.64
32. H 0.38
33. H 0.37
34. H 0.62


# 4
# C16H32B2CdO8

A structure of composition C16H32B2CdO8 at a distorted geometry (ωB97M-V/def2-TZVPD, OMol25).

```
59
C16H32B2CdO8 | OMol25 | ωB97M-V/def2-TZVPD
Cd 1.20 -0.49 1.26
B 3.33 -0.47 0.83
H 2.77 -1.36 1.10
H 3.16 -0.27 -0.21
H 2.97 0.36 1.41
H 4.38 -0.65 0.98
B 0.95 -1.49 3.20
H 0.98 -2.21 4.00
H 0.75 -1.97 2.26
H 0.20 -0.74 3.40
H 1.91 -1.01 3.13
O -0.99 -0.79 1.07
C -2.13 -1.14 0.72
O -3.13 -0.28 0.44
C -4.30 -1.02 0.13
C -4.12 -2.30 0.84
C -2.66 -2.58 0.65
H -4.32 -1.18 -0.95
H -5.22 -0.51 0.38
H -4.81 -3.06 0.47
H -4.33 -2.14 1.90
H -2.39 -3.01 -0.31
H -2.28 -3.13 1.51
O 0.74 1.32 2.31
C 0.04 2.31 2.26
O 0.58 3.52 2.03
C -0.35 4.57 2.09
C -1.67 3.87 2.52
C -1.44 2.37 2.38
H -0.35 5.16 1.18
H -0.05 5.31 2.83
H -2.55 4.22 1.97
H -1.76 4.14 3.57
H -1.89 1.96 1.48
H -1.69 1.79 3.27
O 0.91 0.73 -0.45
C 1.21 1.70 -1.15
O 0.37 2.70 -1.31
C 0.84 3.75 -2.12
C 1.91 3.03 -2.93
C 2.38 1.89 -2.11
H 1.16 4.62 -1.55
H 0.08 4.23 -2.74
H 2.67 3.78 -3.13
H 1.68 2.71 -3.94
H 3.34 2.05 -1.61
H 2.52 0.96 -2.67
O 1.07 -2.01 -0.27
C 0.86 -2.75 -1.28
O -0.13 -3.69 -1.34
C -0.11 -4.48 -2.55
C 0.89 -3.65 -3.46
C 1.58 -2.66 -2.58
H -1.13 -4.43 -2.95
H 0.14 -5.53 -2.44
H 0.43 -3.06 -4.26
H 1.61 -4.32 -3.94
H 1.60 -1.63 -2.93
H 2.60 -3.02 -2.41
```

Properties
* orbital gap (spin up / spin down): 0.0747 / 0.2938 hartree
* charge: -1
* LUMO (spin up / spin down): 2.546 / 2.540 eV
* HOMO (spin up / spin down): 0.5 / -5.5 eV
* multiplicity: 2
* ⟨S²⟩: 0.75

Electronic structure analysis, natural (NBO) charges in units of e:
1. Cd 1.79
2. B -0.88
3. H -0.03
4. H -0.02
5. H -0.03
6. H 0.02
7. B -0.91
8. H 0.02
9. H -0.04
10. H -0.01
11. H 0.00
12. O -0.62
13. C 0.81
14. O -0.50
15. C -0.17
16. C -0.44
17. C -0.55
18. H 0.17
19. H 0.19
20. H 0.21
21. H 0.20
22. H 0.25
23. H 0.25
24. O -0.62
25. C 0.84
26. O -0.48
27. C -0.07
28. C -0.45
29. C -0.55
30. H 0.18
31. H 0.17
32. H 0.22
33. H 0.21
34. H 0.27
35. H 0.26
36. O -0.66
37. C 0.80
38. O -0.51
39. C -0.14
40. C -0.52
41. C -0.57
42. H 0.17
43. H 0.19
44. H 0.20
45. H 0.21
46. H 0.26
47. H 0.24
48. O -0.65
49. C 0.83
50. O -0.51
51. C -0.12
52. C -0.54
53. C -0.61
54. H 0.18
55. H 0.18
56. H 0.19
57. H 0.20
58. H 0.23
59. H 0.24


# 5
# C40H42Cl2CrN3OP2Si2

A structure of composition C40H42Cl2CrN3OP2Si2 at a distorted geometry (ωB97M-V/def2-TZVPD, OMol25).

```
93
C40H42Cl2CrN3OP2Si2 | OMol25 | ωB97M-V/def2-TZVPD
Cr -0.55 -0.70 -1.04
C 4.12 -1.98 -2.05
Si 2.23 -1.94 -2.20
C 1.78 -1.08 -3.82
C 1.63 -3.72 -2.46
N 1.49 -0.98 -0.96
P 1.44 -0.89 0.65
C -0.19 -0.43 1.09
P -0.53 1.23 0.68
N -0.41 1.35 -0.93
Si -0.06 2.54 -2.13
C -0.88 1.91 -3.71
C -0.81 4.25 -1.79
C 1.81 2.68 -2.41
C -2.30 1.45 1.12
C -3.03 0.40 1.68
C -4.38 0.56 1.92
C -5.01 1.76 1.62
C -4.29 2.80 1.06
C -2.93 2.65 0.82
C 0.21 2.53 1.71
C 1.01 3.56 1.24
C 1.51 4.51 2.12
C 1.22 4.43 3.47
C 0.43 3.39 3.95
C -0.07 2.45 3.08
C 2.72 0.25 1.25
C 2.76 0.61 2.59
C 3.69 1.53 3.04
C 4.58 2.11 2.14
C 4.54 1.76 0.80
C 3.61 0.83 0.35
C 1.75 -2.46 1.52
C 2.41 -3.53 0.93
C 2.60 -4.71 1.62
C 2.12 -4.84 2.92
C 1.45 -3.78 3.51
C 1.25 -2.60 2.82
H 4.51 -2.69 -2.78
H 4.55 -1.00 -2.28
H 4.48 -2.28 -1.06
H 2.16 -1.63 -4.68
H 0.69 -1.05 -3.92
H 2.15 -0.06 -3.87
H 2.30 -4.24 -3.15
H 1.55 -4.30 -1.54
H 0.63 -3.71 -2.92
H -1.96 2.06 -3.68
H -0.50 2.42 -4.59
H -0.69 0.84 -3.84
H -1.89 4.21 -1.87
H -0.55 4.66 -0.81
H -0.45 4.95 -2.55
H 2.20 1.69 -2.67
H 2.04 3.36 -3.23
H 2.36 3.02 -1.53
H -2.52 -0.53 1.90
H -4.96 -0.26 2.35
H -6.07 1.89 1.83
H -4.78 3.74 0.82
H -2.35 3.46 0.39
H 1.24 3.62 0.19
H 2.13 5.32 1.75
H 1.60 5.18 4.15
H 0.20 3.33 5.01
H -0.69 1.63 3.43
H 2.06 0.17 3.29
H 3.71 1.82 4.08
H 5.32 2.82 2.49
H 5.24 2.21 0.10
H 3.56 0.55 -0.69
H 2.78 -3.43 -0.08
H 3.10 -5.54 1.14
H 2.27 -5.77 3.46
H 1.07 -3.88 4.52
H 0.68 -1.80 3.25
Cl -1.33 -5.50 -0.24
C -2.50 -4.27 -0.58
C -3.86 -4.58 -0.56
C -4.80 -3.62 -0.84
Cl -6.48 -4.06 -0.83
C -4.43 -2.30 -1.13
C -5.29 -1.23 -1.43
C -4.76 0.01 -1.67
C -3.38 0.21 -1.61
N -2.53 -0.76 -1.33
C -3.05 -2.01 -1.11
C -2.05 -2.99 -0.86
O -0.81 -2.60 -0.91
H -4.16 -5.59 -0.33
H -6.36 -1.40 -1.47
H -5.40 0.86 -1.89
H -2.94 1.19 -1.77
```

Properties
* orbital gap (spin up / spin down): 0.2533 / 0.2563 hartree
* charge: 0
* relative energy (zero: lowest compared OMol25 entry of this formula, charge and spin): 1.37 kcal/mol
* LUMO (spin up / spin down): -0.692 / -0.586 eV
* HOMO (spin up / spin down): -7.6 / -7.6 eV
* multiplicity: 2
* ⟨S²⟩: 0.77

Electronic structure analysis, Mulliken charges in units of e:
1. Cr -1.10
2. C -1.25
3. Si 0.48
4. C -1.04
5. C -1.21
6. N 0.81
7. P 1.36
8. C -1.32
9. P 2.18
10. N 0.38
11. Si 0.46
12. C -1.09
13. C -1.32
14. C -0.87
15. C -0.27
16. C -0.15
17. C -0.67
18. C -0.62
19. C -0.86
20. C -0.48
21. C 1.41
22. C 0.07
23. C -1.09
24. C -0.58
25. C -0.78
26. C -0.97
27. C 0.45
28. C -0.37
29. C -0.64
30. C -0.64
31. C -0.91
32. C -0.18
33. C 0.64
34. C -0.54
35. C -1.19
36. C -0.57
37. C -0.82
38. C -0.56
39. H 0.49
40. H 0.33
41. H 0.34
42. H 0.48
43. H 0.10
44. H 0.27
45. H 0.49
46. H 0.35
47. H 0.21
48. H 0.28
49. H 0.40
50. H 0.20
51. H 0.33
52. H 0.35
53. H 0.48
54. H -0.03
55. H 0.48
56. H 0.27
57. H 0.42
58. H 0.47
59. H 0.41
60. H 0.45
61. H 0.39
62. H 0.14
63. H 0.43
64. H 0.41
65. H 0.43
66. H 0.42
67. H 0.33
68. H 0.45
69. H 0.39
70. H 0.45
71. H 0.34
72. H 0.41
73. H 0.45
74. H 0.40
75. H 0.42
76. H 0.30
77. Cl -0.24
78. C 0.67
79. C -0.72
80. C 0.74
81. Cl -0.27
82. C 0.09
83. C -0.96
84. C -1.19
85. C -0.57
86. N 0.77
87. C 0.30
88. C -0.74
89. O 0.41
90. H 0.47
91. H 0.43
92. H 0.52
93. H 0.47


# 6
# C4H9NO

A structure of composition C4H9NO (ωB97M-V/def2-TZVPD, OMol25).

```
15
C4H9NO | OMol25 | ωB97M-V/def2-TZVPD
C -1.93 -0.08 0.34
N -0.49 0.09 0.28
C 0.32 -1.09 -0.18
C 0.86 -0.19 -1.27
O 2.31 0.79 1.46
C 0.05 0.79 -0.85
H -2.19 -0.73 1.17
H -2.40 0.90 0.52
H -2.36 -0.50 -0.59
H -0.30 -1.93 -0.51
H 1.04 -1.42 0.58
H 1.65 -0.28 -2.00
H 1.38 0.64 1.65
H 2.29 1.09 0.54
H -0.18 1.81 -1.12
```

Properties
* orbital gap: 0.3600 hartree
* charge: 0
* relative energy (zero: lowest compared OMol25 entry of this formula, charge and spin): 64.00 kcal/mol
* LUMO: 0.980 eV
* HOMO: -8.8 eV

Electronic structure analysis, natural (NBO) charges in units of e:
1. C -0.42
2. N -0.44
3. C -0.25
4. C -0.29
5. O -0.95
6. C -0.03
7. H 0.20
8. H 0.21
9. H 0.17
10. H 0.20
11. H 0.22
12. H 0.22
13. H 0.48
14. H 0.47
15. H 0.21